Entry 1:
This record from the Open Molecules 2025 dataset describes a structure of composition C33H28ClFGdN4O10 in a non-equilibrium geometry. The level of theory is ωB97M-V/def2-TZVPD.

Calculated values
highest occupied orbital energy (spin up / spin down) = -5.2 / -5.2 eV
energy above the lowest of the compared OMol25 structures with the same formula, charge and spin = 10.7 kcal/mol
molar mass = 852.31 g/mol
Kohn-Sham gap (spin up / spin down) = 6.6939 / 4.7969 eV
total charge = -1
expectation value of S² = 16.01
max |F| = 2.076 eV/Å
2S+1 = 8

Each line ends with the Löwdin spin population.
Positions of all 78 atoms, in Å:
1 O -3.65229 4.09329 -3.72980  0.0000
2 H 2.44928 -0.25403 4.58894  0.0001
3 C 1.82223 -4.94017 -3.80843  0.0002
4 H 5.18847 1.10019 0.03856  0.0000
5 N 0.38199 -0.31957 4.24752  0.0017
6 H 3.51399 -4.29588 0.31988  0.0000
7 N -0.87190 -0.97649 2.21560  -0.0006
8 H 2.99817 -6.08496 -5.17642  0.0000
9 C 3.13420 2.07210 1.89740  -0.0002
10 H -1.71629 2.61185 -3.38035  0.0001
11 H 3.79502 0.04143 0.15853  0.0000
12 O 1.02608 0.79685 -1.46521  0.0681
13 O 2.34304 -3.11000 2.22110  0.0029
14 N -1.61369 1.01913 -0.41065  0.0416
15 O 2.48967 2.12223 0.69347  -0.0029
16 C -1.97869 2.35711 -2.36270  0.0026
17 H 4.56896 -4.89168 -3.66059  0.0000
18 C -3.04279 2.99992 -1.74375  -0.0005
19 H -2.91508 1.25789 1.16136  0.0007
20 O 0.14668 1.77264 1.83385  0.0301
21 H 1.84342 -1.81096 4.00739  0.0000
22 F -0.90740 -3.19897 -5.39579  0.0001
23 O -4.70903 4.66059 -1.79091  0.0000
24 H 2.37664 -7.01136 -3.81912  0.0000
25 O 1.97190 -1.07277 1.33666  -0.0006
26 H 5.45511 -4.47183 -1.18340  0.0000
27 H 0.91972 1.57845 4.93896  0.0001
28 C 4.53395 1.77535 4.25644  0.0000
29 H 1.98896 3.55738 2.96311  0.0000
30 C 4.64336 0.43130 0.71142  0.0001
31 C -3.86071 4.07260 -2.49655  0.0002
32 C 2.79995 -3.96941 -0.42214  0.0003
33 C 0.26048 2.97955 1.34334  0.0006
34 C -2.66068 1.61767 0.17296  0.0049
35 H 5.71306 0.32933 3.20770  0.0000
36 C 4.88923 1.03126 3.14281  0.0000
37 C 0.88038 -4.56079 -4.73218  0.0000
38 C 4.20812 1.17852 1.94565  0.0000
39 O 0.02445 -1.76023 -0.72512  0.0024
40 Gd 0.41112 0.14539 0.44070  6.8186
41 O -0.08104 0.24775 -3.35539  0.0083
42 C 2.80428 -6.04439 -4.10436  0.0000
43 C -1.27383 1.40682 -1.65793  0.0042
44 C 5.08929 -5.49460 -1.05621  0.0000
45 C 4.08682 -5.81702 -3.32561  0.0000
46 C -0.01255 -2.88275 -3.25741  0.0001
47 H 1.28960 3.16281 -0.55243  -0.0001
48 C 1.86722 -4.26487 -2.57376  0.0002
49 C 2.09483 -2.36076 1.28741  0.0000
50 C -0.01752 -3.53585 -4.44840  0.0001
51 C 0.92302 -2.57966 -1.00852  0.0009
52 H 1.53770 -1.31398 5.69319  0.0001
53 C 1.53303 3.18192 0.50374  -0.0003
54 O -0.48680 3.91467 1.51539  0.0062
55 Cl 5.40319 1.54610 5.75746  0.0000
56 H -0.40280 0.81116 5.85188  0.0002
57 H -0.69348 -2.06575 -3.05603  0.0002
58 H -0.69041 1.48666 4.22422  0.0001
59 H 3.33085 -6.63366 -1.50798  0.0000
60 C 3.50787 2.69245 4.18999  0.0000
61 C -3.37063 2.62528 -0.44208  0.0023
62 H 0.82917 -5.05781 -5.69512  0.0000
63 H 4.78956 -6.63586 -3.48002  0.0000
64 H 3.24723 3.28619 5.05630  0.0000
65 H -4.18562 3.13758 0.05115  0.0004
66 H 1.97346 4.14425 0.75398  0.0002
67 H 5.84475 -6.17955 -1.44566  0.0000
68 C 2.80174 2.84307 2.99837  0.0000
69 N 2.82450 -4.60038 -1.60722  0.0009
70 H 4.98396 -5.69801 0.01024  0.0000
71 C 3.80033 -5.70479 -1.83954  0.0001
72 C 0.02154 0.96621 4.85811  0.0004
73 C -0.03494 0.74701 -2.25374  0.0033
74 C 1.94587 -2.96648 -0.08997  0.0009
75 C 1.62933 -0.97158 4.66082  0.0002
76 C 0.93678 -3.25507 -2.30014  0.0007
77 C -0.27503 -0.70373 3.17589  -0.0004
78 H 5.29936 -0.39946 0.98063  0.0000

=====

Entry 2:
This record from the Open Molecules 2025 dataset describes a cluster of 6 separate species, C21H47N5O19S2 in total in a non-equilibrium geometry. The level of theory is ωB97M-V/def2-TZVPD.

Calculated values
highest occupied orbital energy = -9.5 eV
molar mass = 737.76 g/mol
Kohn-Sham gap = 9.1641 eV
total charge = 0
max |F| = 6.436 eV/Å
2S+1 = 1
structure (SMILES) = COCCCCCCCCC[C@@]1(S(C)(=O)=O)OS(=O)(=O)O[C@H]1OC[C@@H](C)O.C[N+](=O)[O-].C[N+](=O)[O-].C[N+](=O)[O-].C[N+](=O)[O-].C[N+](=O)[O-]

Each line ends with the Löwdin charge.
Positions of all 94 atoms, in Å:
1 H -2.49692 -6.57617 -1.14125  0.0702
2 H 1.30367 0.67959 -5.39539  0.0956
3 H -0.82571 1.46328 -6.96875  0.1010
4 H 3.73134 5.62651 -2.10570  0.0965
5 O -0.36639 -2.06391 -3.86408  -0.1395
6 H -2.63301 -1.60999 6.70323  0.0819
7 C 0.07414 4.66085 -3.64096  0.0483
8 H -1.15842 -2.62449 -5.77375  0.1457
9 C 3.79416 5.14828 -1.12598  0.0499
10 O -2.62860 -9.12740 -1.65894  0.0471
11 H 0.58108 2.98954 3.27932  0.0967
12 O -2.91992 -2.64393 -0.18219  -0.3848
13 O -0.15109 1.90375 5.13480  0.0450
14 O -2.58763 -8.22568 -3.66855  0.0450
15 C 0.98241 2.91128 2.17510  -0.1431
16 H 2.03867 3.41140 2.09980  0.0935
17 O 1.65667 6.05999 -0.96260  0.0477
18 C -1.75326 3.20918 6.19826  0.0473
19 O -1.49871 0.92470 6.57657  0.0415
20 O -0.17711 -0.97491 -0.41144  -0.2431
21 H -0.06074 -3.59625 2.09905  0.1002
22 H -1.79553 -2.02336 8.23769  0.1041
23 C 2.05438 -2.88481 0.01506  -0.1801
24 C 3.91705 -1.36185 1.26171  -0.1986
25 H 1.26351 1.36854 0.51462  0.0793
26 H -0.88221 2.70590 0.87936  0.1004
27 H 0.90165 -4.12937 -1.61174  0.1391
28 S -1.48742 -3.22229 0.00906  0.8197
29 C -1.05372 -2.99344 1.82731  -0.1460
30 H -0.68698 5.44143 -3.70333  0.1030
31 H 4.25189 -2.78255 -0.59017  0.1106
32 O -0.08012 4.85086 -5.95761  0.0587
33 N -2.08077 -3.63501 6.93093  -0.4249
34 H 0.37577 4.05307 0.19439  0.1123
35 C -1.09738 0.94921 -5.92623  -0.0734
36 N 0.47553 4.26862 -5.01886  -0.4225
37 H 3.48714 -1.95045 2.17709  0.1056
38 H 5.10541 -1.41660 1.26834  0.1097
39 H 0.05472 0.76092 1.83068  0.1079
40 N 2.52626 5.39501 -0.38764  -0.3955
41 H 0.96562 5.03146 -3.13093  0.0791
42 H -2.54693 3.06300 6.93394  0.0957
43 H 4.49870 0.82973 1.69228  0.1061
44 C 1.12158 -2.99409 -1.32858  -0.1054
45 C 3.45321 -2.00943 -0.20816  -0.1812
46 H 3.90935 4.06759 -1.23113  0.1048
47 O -1.36388 -4.73698 -0.30541  -0.3924
48 C -2.32606 4.42275 1.16798  -0.1320
49 C -1.14468 -1.67532 -5.05032  -0.1089
50 O 1.33717 3.38741 -5.11919  0.0298
51 C -1.13852 -1.93577 -2.61841  -0.2360
52 H 1.70971 -2.50732 -2.21833  0.1308
53 H 2.41394 -3.99309 0.27203  0.1333
54 H -4.21128 -7.07274 -1.39898  0.1038
55 N -2.78216 -8.18783 -2.44801  -0.4263
56 O -1.00749 4.59793 1.86216  -0.2470
57 C -3.24297 -6.89595 -1.87157  0.0347
58 H -1.99946 -2.71799 -2.75282  0.1933
59 H -3.08231 5.28749 1.39389  0.0955
60 H 3.32742 -1.19121 -1.03586  0.0994
61 S -0.11308 0.13724 -1.70815  0.8775
62 H -0.69607 1.71476 -5.10442  0.0781
63 H -1.93382 -3.45398 2.45926  0.1024
64 H 3.28622 0.59059 0.26852  0.1073
65 C 2.34254 0.56266 2.46024  -0.1849
66 H 1.97536 -0.36470 3.08645  0.1065
67 H -2.85199 3.41095 1.49301  0.0999
68 O -1.88624 -3.67286 5.71040  0.0380
69 H 4.60708 5.57912 -0.53797  0.1034
70 C -0.36646 -2.25601 -1.16973  -0.3589
71 O 1.03657 -0.28661 -5.35385  -0.1012
72 H -2.26688 -1.41370 -4.84644  0.1410
73 C 3.53307 0.23621 1.38113  -0.2043
74 C -0.32465 -0.49881 -5.88864  -0.3126
75 C -0.14311 3.60215 1.15372  -0.2189
76 H 1.52896 -2.41111 0.94737  0.0868
77 O -1.45981 -0.49650 -2.54001  -0.1532
78 H 2.72725 1.35913 3.26168  0.1139
79 H -3.50989 -2.51992 7.97996  0.1019
80 O 2.43972 4.91404 0.74823  0.0288
81 H -0.22800 -0.85931 -7.02240  0.1500
82 N -1.08030 1.90558 5.95064  -0.4107
83 H -0.99945 3.90248 6.57683  0.1053
84 H -2.16696 3.55227 5.24781  0.1031
85 O -1.92721 -4.57459 7.72000  0.0537
86 H -3.33440 -6.16281 -2.67571  0.0948
87 O -0.43951 1.63176 -1.45992  -0.3133
88 H -2.26531 0.87702 -5.88813  0.0866
89 H -0.93313 -1.85153 2.14621  0.0990
90 O 1.29562 0.06675 -2.34567  -0.2765
91 H -2.11102 4.32184 -0.00181  0.1028
92 C -2.54158 -2.34314 7.50737  0.0347
93 H -0.32473 3.77181 -3.14829  0.0867
94 C 1.08648 1.32012 1.67055  -0.1965

=====

Entry 3:
This record from the Open Molecules 2025 dataset describes the ion C4H11N2O with charge +1 in a non-equilibrium geometry. The level of theory is ωB97M-V/def2-TZVPD.

Calculated values
highest occupied orbital energy = -14.7 eV
energy above the lowest of the compared OMol25 structures with the same formula, charge and spin = 75.9 kcal/mol
molar mass = 103.14 g/mol
Kohn-Sham gap = 11.6449 eV
total charge = +1
max |F| = 7.716 eV/Å
2S+1 = 1
structure (SMILES) = C[N@H+]1CN[C@@]1(C)O

Each line ends with the natural charge from an NBO analysis.
Positions of all 18 atoms, in Å:
1 H -0.97252 -0.24726 1.21117  0.4194
2 H -2.11430 0.94346 -0.97853  0.2373
3 H 1.21955 0.42539 -1.86476  0.5052
4 H -1.20675 -1.28058 -1.49665  0.2254
5 C -1.64169 1.12497 -0.03760  -0.4412
6 H 1.27657 -1.98842 -0.16492  0.4085
7 C 1.70028 0.35867 0.99212  -0.7033
8 H -1.25175 -2.18069 0.02627  0.2207
9 H 1.59148 1.45776 1.35838  0.2636
10 H -1.24851 2.14030 0.05179  0.2658
11 N -0.77828 -0.00231 0.30856  -0.3817
12 N 0.69198 -1.29281 -0.59805  -0.6637
13 C 0.76976 0.05382 -0.16245  0.5970
14 C -0.81835 -1.38664 -0.40418  -0.0240
15 H 1.78528 -0.38607 1.85021  0.2508
16 H 2.69019 0.38151 0.52807  0.2621
17 H -2.53158 0.96485 0.58108  0.2289
18 O 0.83864 0.91404 -1.20052  -0.6710